[1]
Computed, not measured: 2 unconnected molecules or ions with the total composition C4H12N4 in a non-equilibrium geometry, with ωB97M-V with the def2-TZVPD basis set.

Each line ends with the Mulliken charge.
Element x y z (Å)
N: 0.83961 1.18040 0.43533  -0.197
N: 2.03769 1.34033 -0.29800  -0.656
N: -0.81106 -1.79905 1.55151  -0.651
N: -0.37179 1.02773 -1.65447  -0.663
C: 0.11149 -2.26983 -0.67556  -1.240
C: -0.39947 1.10857 -0.37594  0.567
C: -0.00343 -1.49078 0.60091  0.330
C: -1.66741 1.33135 0.39180  -1.207
H: -1.58282 0.96557 1.41699  0.406
H: 0.70738 -0.38573 0.80179  0.410
H: 2.78866 0.82523 0.15772  0.241
H: -0.07048 -3.33872 -0.51996  0.444
H: 0.75147 1.64749 1.34138  0.252
H: -0.58833 -1.86537 -1.41142  0.288
H: 1.12085 -2.15068 -1.08077  0.289
H: -1.90034 2.40128 0.39587  0.334
H: 0.61236 0.96695 -1.93699  0.351
H: -2.48113 0.79161 -0.09517  0.286
H: -1.39853 -2.60842 1.29874  0.215
H: 2.30528 2.32210 -0.34378  0.203

Forces on the atoms, in the same order (eV/Å):
N -1.130 0.989 -0.852
N -0.135 0.274 0.487
N 0.325 0.379 -0.686
N 0.182 -0.433 1.611
C 0.450 0.167 -0.163
C 1.432 1.474 -0.762
C 0.995 1.501 1.869
C 0.121 -0.342 0.150
H -0.011 0.043 -0.047
H -2.024 -4.125 -0.696
H -0.270 0.014 -0.105
H -0.128 0.171 0.010
H 0.023 0.043 -0.586
H 0.042 -0.081 -0.022
H -0.123 -0.063 -0.112
H 0.046 -0.137 0.013
H -0.146 0.064 -0.108
H 0.112 0.130 0.017
H 0.290 0.105 0.026
H -0.051 -0.175 -0.044

Properties
Relative energy (zero: lowest compared OMol25 entry of this formula, charge and spin): 2.941 eV
HOMO level: -8.5 eV
F_max: 4.647 eV/Å
SMILES: [H]/N=C(/C)NN.[H]/N=C\C
E_tot: -10300.331 eV
Orbital gap: 0.33899 hartree



[2]
Computed, not measured: 5 unconnected molecules or ions with the total composition C6H19NO5 in a non-equilibrium geometry, with ωB97M-V with the def2-TZVPD basis set.

Each line ends with the Mulliken charge.
Element x y z (Å)
O: -0.93725 -3.12301 -2.79910  -0.643
O: -3.56972 0.14606 -1.54474  -0.615
O: -2.61938 -0.82364 0.87232  -0.480
O: -3.43568 2.27095 0.28896  -0.624
O: 0.25439 1.01626 3.45649  -0.552
N: 1.52269 -1.30974 -0.00008  -0.357
C: 0.89827 1.33265 1.05406  -0.072
C: 0.96687 -2.00533 -0.89289  -0.497
C: 2.36547 -0.25885 -0.44008  0.666
C: 2.19865 1.08052 0.23004  -1.076
C: 3.36447 -0.45959 -1.29268  -1.000
C: 1.26076 1.39688 2.52345  -0.514
H: 2.12075 0.76463 2.76519  0.327
H: -2.60687 0.21699 -1.57384  0.298
H: -3.45177 -1.30341 0.90114  0.236
H: 1.55150 2.40606 2.82404  0.322
H: -1.94611 -1.40419 1.23993  0.274
H: 0.26253 0.48450 0.78183  -0.010
H: 0.36593 -2.86655 -0.61945  0.488
H: -4.25643 1.88594 -0.01220  0.316
H: -3.75903 1.03330 -1.87647  0.304
H: -0.06050 -2.89346 -3.11748  0.360
H: -1.30185 -2.27894 -2.50562  0.324
H: 1.09497 -1.86639 -1.96619  0.155
H: 2.07815 1.76434 -0.61567  0.329
H: 3.64788 -1.37951 -1.78279  0.362
H: -0.42833 0.44193 3.10342  0.293
H: -2.98120 1.74329 0.94904  0.294
H: 0.32269 2.19520 0.72605  0.367
H: 4.03406 0.37156 -1.48129  0.289
H: 3.04410 1.42158 0.80462  0.438

Forces on the atoms, in the same order (eV/Å):
O -0.167 0.106 -0.042
O 0.273 0.432 -0.797
O 0.374 0.189 0.150
O 0.480 1.404 -0.179
O -0.442 0.450 0.383
N -0.055 0.380 -0.434
C 0.501 -1.132 -0.371
C 0.021 -0.717 0.369
C 0.443 -0.601 0.746
C -1.679 1.475 -0.851
C 0.435 0.404 -0.210
C -0.323 -0.568 0.805
H 0.118 -0.104 -0.466
H 0.005 -0.470 0.510
H 0.027 -0.068 -0.069
H -0.031 0.101 -0.231
H -0.132 -0.144 0.062
H -0.211 -0.084 0.688
H -0.045 0.027 0.145
H 0.087 -0.653 0.534
H -0.471 -0.109 -0.054
H -0.042 -0.135 -0.192
H -0.142 -0.148 -0.066
H 0.234 0.499 -0.009
H 0.529 0.151 0.013
H -0.335 -0.237 0.214
H 0.250 -0.026 -0.442
H -0.522 -0.579 -0.157
H 0.325 0.310 0.000
H -0.044 0.040 -0.098
H 0.539 -0.193 0.049

Properties
Relative energy (zero: lowest compared OMol25 entry of this formula, charge and spin): 2.999 eV
HOMO level: -9.4 eV
F_max: 2.392 eV/Å
SMILES: C=NC(=C)CCCO.O.O.O.O
E_tot: -18255.418 eV
Orbital gap: 0.35259 hartree



[3]
Computed, not measured: a gas-phase ion, C3H9N4 (charge +1) in a non-equilibrium geometry, with ωB97M-V with the def2-TZVPD basis set.

Each line ends with the Mulliken charge.
Element x y z (Å)
N: 1.10952 -0.61419 -2.73289  -0.666
N: 1.80661 -0.09063 -0.66511  -0.191
N: 0.97386 -0.48512 -1.51324  0.629
N: -0.79350 -0.38452 0.65725  -0.221
C: 0.11272 0.66104 0.86213  -0.340
C: 1.41403 -0.01576 0.74588  -0.512
C: -1.61414 -0.34282 -0.43324  -0.647
H: -1.40250 -1.21269 -1.03745  0.279
H: -1.43198 0.55221 -1.07238  0.359
H: 0.27141 -0.89385 -3.25584  0.308
H: 2.26818 0.50209 1.34377  0.370
H: -0.02826 1.61594 0.23374  0.308
H: 2.82706 -0.18117 -0.70625  0.322
H: 1.38879 -1.00269 1.15969  0.331
H: -2.60090 -0.50203 0.03295  0.303
H: -0.00310 1.02665 1.93842  0.368

Forces on the atoms, in the same order (eV/Å):
N 0.283 0.083 1.704
N 2.186 0.306 2.074
N -1.063 -0.309 -2.579
N 1.082 -0.385 0.395
C -1.511 2.644 1.486
C 3.024 1.015 0.981
C -0.854 0.909 -0.880
H -0.515 -0.658 -0.217
H -0.821 -0.363 0.357
H -0.038 -0.083 0.301
H -1.439 -0.507 -1.374
H 0.360 -1.521 0.452
H -0.259 -0.001 -1.218
H -0.231 -0.707 0.248
H -0.363 0.224 -0.720
H 0.158 -0.648 -1.009

Properties
Relative energy (zero: lowest compared OMol25 entry of this formula, charge and spin): 7.485 eV
Net charge: +1
HOMO level (spin up / spin down): -13.1 / -15.0 eV
F_max: 3.389 eV/Å
E_tot: -9204.136 eV
Orbital gap (spin up / spin down): 0.18185 / 0.34457 hartree



[4]
Computed, not measured: 3 unconnected molecules or ions with the total composition C27H33ClF2N2O7Si in a non-equilibrium geometry, with ωB97M-V with the def2-TZVPD basis set.

Each line ends with the Mulliken charge.
Element x y z (Å)
Cl: 1.59393 -1.90116 -1.23307  -0.152
Si: -4.81162 2.38571 3.62213  0.120
F: -7.64042 -1.49393 1.70593  -0.309
F: -8.49155 0.10095 0.04219  -0.324
O: 5.73772 -1.83779 -3.45417  -0.563
O: 9.32520 -3.31067 2.03305  -0.538
O: 10.77029 -1.80551 1.07131  -0.300
O: 7.18282 -0.33264 -4.41591  -0.322
O: 1.34273 -1.12811 -3.94761  -0.457
O: 8.61146 -1.42635 0.92917  -0.300
O: 5.02399 0.04652 -4.55805  -0.321
N: -2.32075 -1.61102 -2.93751  -0.437
N: -3.09768 -3.62767 -0.39005  -0.490
C: 7.26603 -1.80673 1.21102  -0.635
C: -6.05714 -0.62757 -0.08741  0.182
C: -4.42851 -0.05030 -2.30218  -0.432
C: -3.43077 1.74002 4.86129  -0.979
C: 3.67856 -0.33385 -4.27619  -0.607
C: -5.14810 -1.97342 0.18288  -0.435
C: -6.20623 3.35247 4.53228  -0.929
C: -1.52620 -2.82719 -2.55474  0.351
C: -3.49063 -1.39596 -2.01961  0.398
C: -5.46202 0.78374 2.69763  -0.391
C: -0.16436 -3.18408 -3.43860  -0.431
C: 5.95899 -0.81229 -4.07909  0.754
C: -3.84017 -2.37824 -0.77163  0.369
C: -3.71770 2.94041 0.73487  0.083
C: -6.87833 1.02117 1.90637  -0.635
C: -7.32138 -0.24901 0.92675  0.688
C: -1.93304 -3.80866 -1.32282  -0.192
C: -2.20874 5.75964 1.55782  -0.391
C: -3.07122 4.88116 2.66685  -0.361
C: -3.84074 3.45702 2.30967  0.560
C: -5.72267 0.35442 -1.36637  -0.569
C: -2.86889 3.83916 -0.38369  -0.348
C: -2.09121 5.25320 -0.02930  -0.450
C: 11.85932 -2.61337 1.51353  -0.616
C: 8.27185 -1.14050 -3.97368  -0.514
C: 9.54646 -2.28516 1.40813  0.761
C: 0.94640 -2.01295 -3.00330  0.432
H: -1.24070 -4.76021 -1.13826  0.239
H: 7.09345 -1.84297 2.29152  0.324
H: -4.19851 0.68796 -3.21048  0.302
H: 0.31402 -4.21256 -3.06722  0.293
H: 3.44476 -1.29776 -4.73949  0.306
H: 9.20055 -0.66271 -4.29760  0.213
H: 3.50597 -0.37010 -3.19570  0.285
H: 6.60389 -1.04948 0.78229  0.219
H: 7.03223 -2.77064 0.74773  0.290
H: -1.64346 6.76787 1.81400  0.258
H: -4.56486 0.44389 2.01388  0.111
H: -3.02986 2.61327 5.55774  0.274
H: 3.01642 0.42340 -4.70493  0.292
H: -6.86102 3.97360 3.78481  0.282
H: -0.35876 -3.21183 -4.59555  0.290
H: -5.73193 4.01311 5.39983  0.286
H: -5.53971 -0.04485 3.55096  0.328
H: -6.95668 2.61433 5.09166  0.313
H: 8.22164 -2.13666 -4.42489  0.283
H: -2.51555 1.42267 4.16884  0.270
H: -3.77832 0.79700 5.46189  0.305
H: -6.92702 2.05876 1.31805  0.270
H: 11.80911 -3.60953 1.06233  0.288
H: -4.19405 1.94375 0.34828  -0.048
H: 8.28295 -1.20903 -2.88109  0.202
H: -3.09896 5.29180 3.76586  0.207
H: -6.42058 1.28467 -1.52463  0.332
H: -7.74948 1.09619 2.71689  0.380
H: 12.78802 -2.13558 1.18962  0.219
H: -5.41311 -2.70315 1.08994  0.273
H: 11.87042 -2.68191 2.60613  0.287
H: -2.79766 3.46159 -1.49304  0.273
H: -1.50889 5.86365 -0.85725  0.283

Forces on the atoms, in the same order (eV/Å):
Cl -1.105 -0.332 -2.647
Si 0.834 -0.472 0.047
F 0.529 3.680 -2.060
F 2.958 -1.032 2.737
O 0.357 1.362 -0.824
O 0.341 1.502 -0.911
O -1.007 -0.204 0.156
O -0.937 -0.244 0.176
O -3.174 -6.232 7.101
O 0.923 -0.551 0.289
O 1.251 -0.620 0.323
N -0.483 -4.411 4.689
N 2.612 3.836 -5.712
C -0.552 -0.128 0.088
C 2.687 -2.292 -1.585
C -2.313 -0.454 2.748
C 1.014 -0.010 -0.226
C -0.272 -0.028 0.062
C -0.347 2.631 -1.984
C -1.074 0.181 1.063
C -2.656 0.959 1.054
C -0.236 0.286 0.349
C 0.095 -0.636 0.040
C 0.130 0.298 2.053
C -0.314 -0.142 0.103
C -1.148 0.928 0.301
C 2.173 3.954 0.818
C -1.395 -0.479 0.720
C 1.174 -0.528 -1.177
C -1.791 1.789 0.201
C -1.580 -3.220 -1.689
C 0.622 -0.885 -3.563
C 2.591 2.798 -4.119
C 3.241 -3.811 0.452
C 0.113 1.455 3.124
C -2.836 -2.851 3.599
C 0.415 -0.277 0.153
C 0.396 -0.258 0.153
C -0.147 -0.409 0.250
C 1.283 4.385 -6.194
H -1.776 2.315 -0.350
H 0.091 -0.154 -0.198
H -0.332 -2.070 2.197
H -1.303 2.233 -0.782
H 0.233 0.220 0.214
H -0.362 0.122 -0.053
H 0.150 -0.115 -0.286
H 0.390 -0.020 -0.021
H 0.095 0.113 0.217
H -1.459 -2.420 -0.283
H -1.963 0.571 1.087
H -0.913 -1.975 -1.287
H 0.439 -0.072 0.027
H 1.343 -0.926 1.559
H 0.543 0.481 2.461
H -1.094 -1.118 -2.035
H -0.160 1.630 -1.962
H 1.651 1.412 -1.227
H -0.085 0.126 0.213
H -1.881 0.579 1.528
H 0.710 1.914 -0.920
H 0.303 -2.557 0.916
H -0.087 0.131 0.219
H 0.972 2.121 0.914
H -0.089 -0.124 -0.202
H 0.023 -0.905 -2.405
H 1.743 -2.018 0.082
H 1.867 -0.168 -1.700
H -0.366 0.124 -0.059
H 0.652 1.900 -2.295
H -0.104 -0.127 -0.217
H -0.229 0.697 2.469
H -1.372 -1.459 2.020

Properties
HOMO level: -8.6 eV
F_max: 9.966 eV/Å
SMILES: C[Si](C)(CCC(F)(F)c1ccc2nc(CC(=O)Cl)cnc2c1)c1ccccc1.COC(=O)OC.COC(=O)OC
E_tot: -71660.462 eV
Orbital gap: 0.25193 hartree